Entry 1:
83
Properties=species:S:1:pos:R:3:forces:R:3:lowdin_spin:R:1 method="wB97M-V/def2-TZVPD" e_lumo_ev="-0.99 / -0.99" multiplicity=5 gap_ha="0.2365 / 0.2993" mol_weight_g_mol=751.2 homo_ev="-7.43 / -9.14" largest_force_ev_per_a=2.599
Hg 2.85871 -0.65895 -2.64735 -1.57 -0.58 -1.62 0.001
Cr -0.74061 0.80009 -2.46597 1.19 0.78 -0.40 3.774
S 0.61591 -0.09231 -0.33852 0.14 -1.63 -2.02 0.008
O 0.19507 1.29961 -0.66690 -0.01 0.37 0.00 -0.004
O -0.02763 -0.84776 -1.45938 -0.35 -1.21 0.83 0.054
O 2.06027 -0.26165 -0.57158 0.51 0.40 1.87 0.002
O 0.15531 -0.51972 0.96076 0.73 0.69 0.35 0.002
O 1.13049 0.75440 -3.52809 -0.04 0.30 0.33 0.041
H 1.63810 1.53254 -3.77723 -0.40 0.25 -0.06 0.004
O 1.59737 -2.05670 -3.82451 1.76 0.85 1.35 0.006
H 1.13668 -2.14979 -2.97759 -0.45 -0.55 -0.34 0.000
C -0.24647 3.54535 2.81110 -0.63 -0.19 -0.21 0.000
C 0.54721 3.98582 1.58036 -0.22 -1.36 0.29 0.000
O -0.13402 3.58633 0.39312 -0.01 0.50 -0.20 0.000
H -0.13690 4.22782 3.65293 0.17 -0.20 0.13 0.000
H -0.04534 2.50785 3.08459 0.40 0.14 0.22 0.000
H -1.30805 3.49961 2.55131 0.00 0.43 -0.06 0.000
H 1.48212 3.41599 1.56569 0.37 0.56 0.24 0.000
H 0.73770 5.05596 1.62834 -0.05 0.04 -0.48 0.000
H 0.11950 2.65655 0.19450 -0.24 0.57 0.13 0.000
C -4.46614 -1.92273 1.40748 0.29 0.34 0.20 0.000
C -2.98362 -1.81261 1.70620 0.12 0.21 -0.47 0.000
O -2.47434 -0.55582 1.25107 -0.36 0.70 0.04 0.001
H -5.09832 -1.15882 1.86537 0.31 0.23 0.05 0.000
H -4.82565 -2.86811 1.81364 -0.04 -0.19 -0.47 0.000
H -4.54919 -1.83050 0.32454 -0.44 -0.43 0.02 0.000
H -2.47272 -2.55947 1.09650 0.04 -0.40 0.55 0.000
H -2.76866 -1.93253 2.77036 0.09 -0.13 -0.06 0.000
H -1.50011 -0.52855 1.33300 -0.35 -0.24 0.04 0.000
C 0.13304 -4.82194 3.52607 0.06 0.10 -0.71 0.000
C 0.55822 -3.40247 3.21508 0.39 0.71 -0.14 0.000
O 0.10978 -3.01714 1.91821 -0.23 -0.42 0.13 0.000
H 0.71933 -5.48562 2.88745 -0.16 -0.12 -0.04 0.000
H -0.91756 -4.92835 3.25350 -0.04 -0.15 0.18 0.000
H 0.30477 -5.13859 4.55246 -0.05 0.27 0.11 0.000
H 1.65060 -3.31809 3.21003 0.02 -0.07 0.34 0.000
H 0.17564 -2.65789 3.92233 -0.02 -0.29 0.31 0.000
H 0.27880 -2.06806 1.80647 0.08 -0.40 -0.11 0.000
C -4.91346 0.73169 -1.46080 1.05 0.75 0.13 0.001
C -3.69467 1.60693 -1.15821 -0.22 -0.36 -0.21 0.005
O -2.51267 0.78700 -1.19760 -0.54 0.34 0.49 0.040
H -4.77991 0.39064 -2.48600 -0.64 -0.03 -0.09 0.000
H -5.78512 1.35358 -1.26133 -0.35 -0.35 -0.43 0.000
H -4.89691 -0.13313 -0.80238 -0.17 0.07 0.07 0.000
H -3.83014 2.11290 -0.19946 0.40 -0.20 0.17 0.001
H -3.54030 2.39069 -1.89929 -0.15 -0.06 -0.11 0.001
H -2.49096 0.30801 -0.33549 0.11 -0.34 -0.14 0.001
C -0.27714 5.29184 -2.63850 -0.12 0.35 0.93 0.001
C -0.97737 4.15295 -3.32749 0.21 -0.47 -0.88 0.007
O -1.04946 2.97114 -2.50078 -0.22 1.31 0.62 0.049
H -0.77546 5.59733 -1.71118 -0.01 -0.53 0.15 0.000
H -0.26294 6.25075 -3.15638 0.18 -0.37 -0.71 0.000
H 0.73050 4.95963 -2.38831 0.07 0.29 0.05 0.000
H -0.37354 3.81771 -4.17351 -0.20 0.24 -0.23 0.000
H -1.97909 4.40107 -3.68310 -0.01 0.06 0.08 0.000
H -0.96439 3.29826 -1.58575 -0.04 -0.32 0.08 0.001
C -3.07084 -4.49434 -2.27449 -1.51 0.49 0.07 0.000
C -2.31160 -3.26634 -1.80966 0.32 -0.58 -0.61 0.000
O -1.30483 -3.04194 -2.78586 0.20 -0.06 -0.04 0.002
H -3.34181 -4.39035 -3.32680 0.33 -0.07 -0.09 0.000
H -4.04663 -4.47665 -1.77053 0.10 -0.23 0.16 0.000
H -2.63389 -5.47293 -2.09703 0.44 0.19 0.03 0.000
H -1.91322 -3.47147 -0.81072 0.21 0.33 -0.03 0.000
H -2.97517 -2.39321 -1.79128 -0.10 -0.09 0.27 0.000
H -0.68669 -2.36504 -2.49143 -0.20 -0.02 0.31 0.000
C 3.84629 2.44808 -0.16960 -1.29 0.73 -0.29 0.000
C 4.95978 1.63284 -0.76604 -0.40 0.03 0.84 0.000
O 4.49485 0.96529 -1.95645 0.14 -0.29 -0.39 0.000
H 3.40360 3.12606 -0.90869 0.46 0.23 -0.03 0.000
H 4.12375 3.03234 0.70793 0.35 -0.06 -0.09 0.000
H 2.95522 1.87992 0.10469 0.42 -0.54 0.11 0.000
H 5.26499 0.89787 -0.01873 0.18 -0.24 -0.34 0.000
H 5.81668 2.26111 -1.00629 0.02 -0.08 -0.13 0.000
H 5.00971 1.25576 -2.71349 0.06 0.02 0.05 0.000
C 4.88581 -2.47912 3.09251 0.08 -0.41 0.17 0.000
C 4.66653 -1.18305 2.33734 1.34 0.16 0.29 0.000
O 3.41482 -0.62110 2.66186 -0.23 -0.15 -0.12 0.000
H 5.19945 -2.31895 4.12545 -0.60 0.19 0.14 0.000
H 5.71022 -3.09253 2.71976 -0.08 0.23 -0.54 0.000
H 3.97871 -3.08000 3.02891 0.03 -0.06 0.25 0.000
H 4.84860 -1.34500 1.26955 -0.58 -0.01 -0.11 0.000
H 5.46448 -0.49577 2.65609 -0.03 0.12 -0.11 0.000
H 3.10494 -0.07421 1.93320 -0.03 -0.12 -0.08 0.000

Entry 2:
74
Properties=species:S:1:pos:R:3:forces:R:3:lowdin_charge:R:1 method="wB97M-V/def2-TZVPD" e_lumo_ev=0.48 gap_ha=0.3147 mol_weight_g_mol=554.7 homo_ev=-8.09 smiles="C[C@H]1Cc2cc(S(=O)(=O)N3CCC(C(=O)N4CCN(c5ccccc5F)CC4)CC3)ccc2N1C(=O)C1CC1" largest_force_ev_per_a=1.035
C -4.60344 -2.99425 -2.38244 0.25 -0.03 0.11 -0.024
C -3.34294 -2.56870 -1.62954 -0.13 -0.44 -0.56 -0.293
C -2.74587 -1.28057 -2.22504 0.18 -0.03 0.10 -0.057
C -3.14673 -0.23111 -1.23710 -0.10 0.01 0.15 -0.137
C -3.02268 1.13628 -1.31511 -0.11 -0.16 -0.03 -0.015
C -3.39432 1.88783 -0.21043 0.03 0.78 0.01 -0.276
S -3.06624 3.64665 -0.20752 0.15 0.23 0.10 0.678
O -3.16396 4.15428 -1.54644 0.17 -0.32 -0.10 -0.286
O -3.85893 4.24760 0.82403 0.04 -0.32 0.19 -0.281
N -1.47432 3.83139 0.25262 -0.98 0.08 -0.32 -0.234
C -1.10009 3.31834 1.54596 0.01 -0.34 0.53 -0.179
C -0.52335 1.90282 1.47430 0.11 0.14 -0.06 -0.115
C 0.63729 1.84650 0.47582 -0.31 -0.29 -0.01 -0.223
C 1.05637 0.39574 0.26150 0.03 0.37 0.02 -0.421
O 0.23282 -0.50294 0.29288 -0.38 -0.14 0.08 0.059
N 2.35203 0.13866 -0.03803 0.31 -0.26 -0.11 -0.043
C 3.46312 1.05755 -0.12345 0.24 0.25 0.29 -0.114
C 4.48438 0.74339 0.98536 -0.12 0.41 -0.35 -0.122
N 4.94378 -0.62432 0.87163 0.03 0.02 0.44 -0.091
C 6.06868 -0.92895 0.12060 0.31 -0.03 -0.08 -0.166
C 6.12152 -1.99951 -0.78032 -0.07 0.11 0.06 -0.026
C 7.27826 -2.32285 -1.46454 0.13 -0.05 -0.08 -0.094
C 8.43531 -1.58651 -1.28963 -0.03 -0.04 -0.01 -0.095
C 8.42356 -0.52630 -0.39982 -0.14 0.05 0.06 -0.017
C 7.26981 -0.22364 0.28947 0.13 0.08 -0.08 -0.201
F 7.33774 0.80196 1.18068 -0.11 -0.21 -0.06 0.047
C 3.82491 -1.53860 0.92574 -0.17 -0.13 -0.24 -0.133
C 2.78665 -1.24091 -0.16471 -0.09 -0.37 0.17 -0.109
C 0.17625 2.38466 -0.88627 0.11 0.28 0.15 -0.109
C -0.43842 3.77853 -0.74399 0.22 -0.15 -0.64 -0.180
C -3.91627 1.29743 0.92381 -0.04 0.09 -0.01 -0.053
C -4.06797 -0.07946 0.99948 -0.03 -0.03 0.17 0.036
C -3.66036 -0.84063 -0.08616 0.03 0.58 0.01 -0.121
N -3.68073 -2.22520 -0.24343 0.17 0.01 0.15 0.065
C -4.04730 -3.10978 0.73714 0.03 -0.21 -0.07 -0.386
O -4.44987 -2.73797 1.82196 -0.11 0.03 0.19 0.081
C -3.93965 -4.56367 0.41216 0.14 -0.01 0.02 -0.200
C -5.17554 -5.40074 0.65070 -0.14 -0.11 0.01 -0.097
C -4.01641 -5.51757 1.57536 0.02 0.00 0.07 -0.098
H -5.07200 -3.85099 -1.90579 -0.07 -0.09 0.02 0.070
H -5.31736 -2.17361 -2.39349 -0.09 0.11 -0.02 0.094
H -4.35484 -3.25828 -3.40738 0.00 -0.02 -0.13 0.084
H -2.60414 -3.37449 -1.64510 -0.09 0.12 0.01 0.138
H -3.12738 -1.08348 -3.22639 -0.01 -0.06 -0.03 0.124
H -1.65594 -1.33505 -2.27620 0.00 -0.01 -0.03 0.125
H -2.66187 1.63442 -2.20153 0.08 -0.01 -0.15 0.126
H -0.35535 3.99879 1.97799 -0.11 0.02 0.01 0.131
H -1.99476 3.34824 2.16751 0.16 0.01 0.21 0.115
H -1.28682 1.19050 1.16231 0.07 0.00 0.06 0.099
H -0.17245 1.60491 2.46411 -0.04 -0.04 0.04 0.130
H 1.45557 2.45739 0.86343 0.03 -0.01 -0.05 0.133
H 3.94736 0.91977 -1.09964 -0.02 0.08 0.07 0.137
H 3.13599 2.09128 -0.05041 -0.03 -0.02 -0.05 0.113
H 4.00365 0.86304 1.96231 0.00 0.06 -0.04 0.133
H 5.31307 1.44277 0.92022 -0.01 -0.07 0.05 0.117
H 5.23951 -2.59308 -0.95877 -0.11 -0.01 0.01 0.099
H 7.26703 -3.15686 -2.15004 -0.01 -0.07 -0.05 0.103
H 9.33567 -1.83375 -1.82838 0.09 -0.02 -0.05 0.101
H 9.30643 0.06503 -0.21433 0.07 0.08 0.05 0.118
H 3.34538 -1.40538 1.90216 -0.02 -0.07 -0.06 0.134
H 4.17794 -2.56695 0.86114 -0.02 0.01 0.04 0.121
H 3.22097 -1.38690 -1.15986 -0.02 -0.03 0.03 0.126
H 1.91022 -1.87983 -0.05079 0.14 0.05 -0.07 0.121
H -0.56598 1.69404 -1.28807 0.07 -0.02 -0.04 0.104
H 1.01732 2.42818 -1.58203 0.00 -0.02 -0.07 0.123
H 0.33984 4.49885 -0.46175 -0.08 0.00 -0.02 0.132
H -0.89211 4.10250 -1.68100 0.27 0.06 -0.01 0.114
H -4.20991 1.93234 1.74425 -0.07 0.02 0.15 0.116
H -4.47387 -0.54783 1.87921 -0.01 0.02 -0.01 0.105
H -3.30671 -4.84478 -0.41570 -0.04 -0.04 -0.01 0.124
H -5.38181 -6.20411 -0.04106 0.08 -0.03 -0.06 0.101
H -6.05293 -4.88393 1.00848 0.00 0.11 0.06 0.110
H -4.11088 -5.07054 2.55276 -0.04 0.11 0.00 0.104
H -3.40390 -6.40522 1.54011 0.04 -0.05 -0.13 0.102

Entry 3:
8
Properties=species:S:1:pos:R:3:forces:R:3:lowdin_charge:R:1 method="wB97M-V/def2-TZVPD" e_lumo_ev=2.69 gap_ha=0.2621 mol_weight_g_mol=363.0 charge=-1 de_lowest_kj_mol=22.1 homo_ev=-4.44 largest_force_ev_per_a=3.062
C -0.00780 0.80276 -0.16495 -0.06 -0.24 3.05 -1.496
O 0.43570 2.12785 2.10793 -0.14 -0.08 0.69 -0.507
O 1.46366 -0.13632 1.94271 -0.81 0.84 -0.14 -0.492
S -1.42266 -0.24451 2.37667 1.20 0.78 -0.03 0.042
S 0.28036 0.72323 1.79405 -0.68 -1.32 -1.25 -0.006
I 1.68655 1.76361 -0.83906 0.50 0.01 -0.86 0.791
I -1.83291 1.68974 -0.52448 -0.72 0.76 -0.55 0.723
H -0.21326 -0.23425 -0.30470 0.71 -0.75 -0.91 -0.055

Entry 4:
17
Properties=species:S:1:pos:R:3:forces:R:3:lowdin_charge:R:1 method="wB97M-V/def2-TZVPD" e_lumo_ev=0.95 gap_ha=0.3296 mol_weight_g_mol=115.1 de_lowest_kj_mol=111.7 homo_ev=-8.02 smiles="NN=C(N)N.CC#N" largest_force_ev_per_a=0.770
N 1.17654 1.64399 0.12788 0.03 -0.22 0.21 -0.036
N 1.18304 0.48104 -0.67987 -0.11 0.20 -0.45 -0.035
C 1.09646 -0.65520 -0.10888 0.25 0.27 0.25 -0.609
N 1.08158 -0.87391 1.26207 0.07 0.17 -0.13 0.130
N 1.16456 -1.79282 -0.89046 0.11 -0.35 0.02 0.105
H 1.76598 1.53336 0.95332 0.12 0.06 -0.13 0.066
H 1.56728 2.38431 -0.44882 -0.04 -0.20 0.24 0.073
H 0.82056 -1.81031 1.52879 -0.03 0.06 0.04 0.084
H 0.59467 -0.16690 1.79221 -0.07 -0.04 -0.02 0.078
H 1.13148 -1.57209 -1.87492 -0.03 0.01 0.06 0.088
H 0.50123 -2.51041 -0.63079 -0.08 0.09 -0.08 0.068
C -2.05618 1.03642 -0.24344 -0.03 0.76 -0.14 -0.070
C -1.94297 -0.37479 -0.03423 -0.07 -0.50 0.06 -0.298
N -1.84480 -1.50161 0.14323 -0.02 -0.46 0.08 0.138
H -1.06397 1.48644 -0.16217 -0.07 0.06 0.03 0.042
H -2.45545 1.22469 -1.23886 -0.02 0.06 0.01 0.090
H -2.72000 1.46780 0.50494 -0.01 0.04 -0.05 0.087

Entry 5:
13
Properties=species:S:1:pos:R:3:forces:R:3:lowdin_charge:R:1 method="wB97M-V/def2-TZVPD" e_lumo_ev=0.71 gap_ha=0.2863 mol_weight_g_mol=85.1 de_lowest_kj_mol=360.3 homo_ev=-7.08 largest_force_ev_per_a=0.679
O -2.83211 0.30131 0.97571 0.43 -0.17 -0.41 0.055
C -1.87915 0.10667 0.26169 -0.21 0.17 0.44 -0.226
C -0.47149 0.08929 0.85984 0.32 0.14 -0.02 -0.095
N 0.60624 -0.05192 -0.14297 -0.32 -0.21 -0.18 -0.309
C 0.44025 -0.97323 -1.11138 0.62 0.04 0.04 -0.047
C 1.62303 0.81211 -0.07868 -0.27 -0.38 0.12 -0.011
H -1.97391 -0.04081 -0.83621 0.12 0.05 0.29 0.122
H -0.38296 -0.68505 1.63599 -0.09 0.05 -0.41 0.147
H -0.29802 1.04608 1.35859 -0.22 -0.12 0.02 0.123
H 1.22310 -0.91631 -1.85346 -0.10 -0.28 -0.17 0.054
H -0.10172 -1.90860 -0.98065 -0.10 0.58 0.33 0.065
H 2.47230 0.59094 -0.72066 -0.22 0.34 0.26 0.067
H 1.57443 1.62951 0.63220 0.06 -0.22 -0.31 0.056

Entry 6:
5
Properties=species:S:1:pos:R:3:forces:R:3:lowdin_charge:R:1 method="wB97M-V/def2-TZVPD" e_lumo_ev=2.84 gap_ha=0.2859 mol_weight_g_mol=225.3 charge=-1 de_lowest_kj_mol=547.3 homo_ev=-4.94 largest_force_ev_per_a=2.962
O -0.65657 0.34507 1.59199 -0.15 -0.78 -1.83 -0.684
O 2.03524 0.63546 -1.47453 -2.82 0.66 0.64 -0.738
P -0.86226 -0.27014 0.22868 0.90 -0.21 2.74 0.152
Cl 0.23567 1.22976 -1.11741 2.61 0.08 -1.16 0.285
I -3.42716 -0.11994 0.04090 -0.54 0.25 -0.38 -0.016